No. 1
Molecular formula: C22H32BCl3N12OSiTi
Method: DFT, ωB97M-V with the def2-TZVPD basis set

The geometry in ORCA input format:
```
! wB97M-V def2-TZVPD RIJCOSX def2/J DEFGRID3
* xyz 1 2
Ti -0.077 -0.362 -0.051
C 0.121 3.703 1.570
C 0.701 2.532 1.102
N -0.236 1.624 0.823
N -1.434 2.199 1.103
C -1.240 3.448 1.551
B -2.707 1.360 0.781
N -2.618 0.023 1.575
C -3.412 -0.418 2.562
C -2.934 -1.640 2.998
C -1.814 -1.877 2.208
N -1.625 -0.867 1.360
N -2.674 1.029 -0.747
C -3.476 1.449 -1.735
C -3.073 0.859 -2.919
C -1.982 0.075 -2.563
N -1.736 0.193 -1.256
N -4.014 2.033 1.120
C -5.253 1.543 0.837
C -6.173 2.323 1.483
C -5.395 3.281 2.163
N -4.106 3.098 1.954
H 0.608 4.611 1.876
H 1.741 2.300 0.929
H -2.084 4.050 1.835
H -4.261 0.158 2.890
H -3.351 -2.269 3.764
H -1.146 -2.725 2.191
H -4.284 2.134 -1.539
H -3.517 0.973 -3.892
H -1.368 -0.574 -3.168
H -5.383 0.672 0.214
H -7.244 2.222 1.467
H -5.724 4.093 2.792
C 2.955 -0.906 4.573
N 2.282 -1.429 3.392
C 2.077 -2.873 3.316
C 1.821 -0.628 2.462
O 1.216 -1.025 1.443
H 3.962 -1.316 4.637
H 2.400 -1.186 5.468
H 3.012 0.179 4.518
H 2.957 -3.372 3.717
H 1.919 -3.173 2.283
H 1.208 -3.157 3.911
H 1.997 0.438 2.628
C 4.050 -2.378 -3.071
C 3.745 -2.554 -1.598
N 2.838 -1.501 -1.139
C 2.414 -0.449 -1.865
N 1.371 0.260 -1.411
C 1.137 1.539 -2.098
C 1.265 1.369 -3.598
C 2.676 0.918 -3.901
N 3.086 -0.146 -2.986
C 4.284 -0.905 -3.341
H 3.211 -2.725 -3.675
H 4.929 -2.962 -3.339
H 4.667 -2.503 -1.013
H 3.273 -3.517 -1.407
H 2.308 -1.689 -0.302
H 1.852 2.293 -1.747
H 0.145 1.901 -1.833
H 1.055 2.302 -4.121
H 0.549 0.619 -3.942
H 3.375 1.755 -3.810
H 2.755 0.530 -4.918
H 5.146 -0.533 -2.777
H 4.479 -0.725 -4.397
Cl 0.334 -2.965 -3.080
Si -0.285 -2.802 -1.067
Cl 0.889 -4.287 -0.103
Cl -2.183 -3.649 -1.085
*
```

Summary:
frontier orbital gap (alpha / beta)	8.2154 / 8.5271	eV
E_HOMO (alpha / beta)	-10.82 / -10.83	eV



No. 2
Molecular formula: C7H8
Method: DFT, ωB97M-V with the def2-TZVPD basis set

The geometry in ORCA input format:
```
! wB97M-V def2-TZVPD RIJCOSX def2/J DEFGRID3
* xyz 0 1
C -1.934 -0.699 -0.784
C -1.779 -1.607 -1.705
C -1.667 0.561 -0.116
C 0.462 -0.107 -1.417
C -0.333 -1.301 -0.995
C -0.212 0.018 -0.080
C 0.660 0.067 1.116
H -1.765 1.452 -0.651
H -2.030 0.811 0.801
H 1.460 -0.109 -1.364
H 0.114 0.502 -2.133
H 0.128 -2.220 -0.535
H 1.135 -0.818 1.335
H 0.267 0.330 2.094
H 1.535 0.757 1.101
*
```

Summary:
frontier orbital gap	9.7034	eV
E_HOMO	-8.89	eV



No. 3
Molecular formula: CH3BrClN
Method: DFT, ωB97M-V with the def2-TZVPD basis set

The geometry in ORCA input format:
```
! wB97M-V def2-TZVPD RIJCOSX def2/J DEFGRID3
* xyz 0 1
C -0.347 -0.002 0.555
N -0.069 0.991 -0.253
Cl 0.566 -0.304 1.907
Br 0.439 -2.429 -1.306
H -0.694 -0.969 0.157
H 0.806 1.441 -0.041
H -0.701 1.272 -1.020
*
```

Summary:
frontier orbital gap	6.2461	eV
E_HOMO	-8.07	eV



No. 4
Molecular formula: C6H22NO4
Method: DFT, ωB97M-V with the def2-TZVPD basis set

The geometry in ORCA input format:
```
! wB97M-V def2-TZVPD RIJCOSX def2/J DEFGRID3
* xyz 1 1
C 0.749 -0.410 -0.619
C 0.667 0.168 0.816
C 1.592 1.375 1.056
C 0.920 2.667 0.524
C -0.505 2.911 0.894
C -1.471 3.192 0.040
N 0.771 -1.933 -0.586
H -0.192 -0.231 -1.128
H 1.712 -0.081 -0.988
H 1.023 -0.583 1.530
H -0.348 0.402 1.028
H 2.630 1.264 0.758
H 1.593 1.402 2.140
H 1.555 3.545 0.636
H 1.013 2.448 -0.554
H -0.706 2.780 1.956
H -2.501 3.387 0.312
H -1.335 3.222 -1.036
H -0.163 -2.334 -0.817
H 1.161 -2.270 0.292
H 1.445 -2.216 -1.299
H -2.985 -1.095 -0.031
H -2.431 -2.193 0.808
O -2.252 -1.720 -0.014
H -1.508 -3.267 -2.385
H -1.693 -3.764 -1.022
O -0.990 -3.681 -1.677
H 4.448 -1.045 -1.677
H 3.679 -1.403 -3.076
O 3.749 -1.516 -2.129
H -3.032 0.310 2.803
H -3.250 0.749 1.472
O -3.343 -0.080 1.972
*
```

Summary:
frontier orbital gap	10.1336	eV
E_HOMO	-12.79	eV



No. 5
Molecular formula: C4H7NO2
Method: DFT, ωB97M-V with the def2-TZVPD basis set

The geometry in ORCA input format:
```
! wB97M-V def2-TZVPD RIJCOSX def2/J DEFGRID3
* xyz 0 1
C -0.997 -1.085 0.736
C -0.372 -0.052 -0.197
C -1.112 1.281 -0.104
O -2.280 1.375 0.175
C 1.094 0.192 0.146
N 1.981 0.059 -0.880
O 1.432 0.522 1.267
H -0.864 -0.765 1.773
H -2.066 -1.168 0.530
H -0.526 -2.064 0.610
H -0.463 -0.379 -1.245
H -0.505 2.180 -0.337
H 1.714 -0.280 -1.788
H 2.963 0.185 -0.685
*
```

Summary:
SMILES	C[C@@H](C=O)C(N)=O
frontier orbital gap	10.7030	eV
E_HOMO	-10.04	eV



No. 6
Molecular formula: C5H38NO15
Method: DFT, ωB97M-V with the def2-TZVPD basis set

The geometry in ORCA input format:
```
! wB97M-V def2-TZVPD RIJCOSX def2/J DEFGRID3
* xyz 1 1
C 0.060 0.469 2.413
C 0.365 -0.094 0.926
C 1.902 0.147 0.849
C 2.305 0.404 -0.566
C 1.457 1.483 -1.243
O 1.900 2.754 -1.243
O 0.550 1.242 -2.072
N -0.020 -1.522 0.861
H 0.321 1.494 2.615
H 0.407 -0.085 3.381
H -1.003 0.393 2.547
H -0.288 0.576 0.308
H 2.415 -0.673 1.473
H 2.210 0.993 1.457
H 3.376 0.686 -0.597
H 2.089 -0.585 -1.232
H 1.569 3.156 -2.174
H 1.359 -2.135 -1.958
H -0.345 -1.713 1.771
H -0.810 -1.521 0.079
H -1.769 3.769 -1.622
H -0.710 4.174 -0.642
O -0.993 4.270 -1.591
H -0.502 4.307 2.910
H 0.832 3.952 2.427
O -0.131 4.083 2.115
H -0.251 -0.544 -3.167
H -0.513 -1.487 -4.377
O -0.255 -1.460 -3.415
H 0.142 4.030 -2.816
H 0.554 2.889 -3.675
O 0.937 3.677 -3.318
H -1.130 -3.349 -2.327
H -1.743 -1.947 -2.293
O -1.936 -2.870 -2.024
H 3.054 -4.143 0.455
H 3.925 -3.121 1.361
O 3.392 -4.001 1.345
H -4.005 1.162 0.443
H -2.610 1.764 0.569
O -3.040 1.085 0.189
H 2.086 2.826 0.481
H 2.970 3.466 1.434
O 2.125 2.992 1.363
H -2.819 -2.472 -0.286
H -3.035 -0.908 -0.231
O -2.728 -1.628 0.292
H -2.102 -2.719 1.901
H -2.471 -3.195 3.403
O -1.659 -2.960 2.768
H 0.927 -3.317 -1.177
H 0.792 -2.161 0.604
O 1.105 -2.461 -1.075
H -2.798 0.698 -2.499
H -4.053 -0.052 -3.036
O -3.193 -0.155 -2.573
H 1.248 -3.545 3.327
H -0.169 -3.278 3.701
O 0.702 -2.841 3.461
*
```

Summary:
frontier orbital gap	10.8418	eV
E_HOMO	-13.42	eV



Values of F_max, in order: 0.20, 3.81, 2.60, 2.51, 0.58, 5.81, all in eV/Å.
Values of relative energy (zero: lowest compared OMol25 entry of this formula, charge and spin), in order: 0.012, 6.507, 1.763, 1.890, 0.480, 3.424, all in eV.